DFT (ωB97M-V/def2-TZVPD) results for C10H5ClInNO5 as an isolated structure.

```
23
C10H5ClInNO5 | the OMol25 dataset | ωB97M-V/def2-TZVPD
C 0.193 2.658 2.314
Cl -2.453 2.192 3.086
O 3.163 -2.646 -0.237
In 0.216 -0.740 -1.120
C 1.282 1.411 0.679
C -1.020 1.953 2.177
C -0.655 -4.978 -3.633
C -2.335 -0.293 -1.440
H 2.112 1.154 -0.011
O -3.414 0.053 -1.490
C 2.195 -2.079 -0.474
C -1.049 0.952 1.211
H -1.917 0.326 0.960
O 1.541 1.762 -2.815
C 1.385 2.433 1.601
C 1.216 1.066 -1.997
H 0.190 3.407 3.077
H 0.155 -1.347 -2.767
O -1.402 -2.640 1.630
H 2.344 2.964 1.718
O -0.995 -6.074 -3.758
N 0.122 0.735 0.588
C -0.874 -2.268 0.700
```

Relative energy (zero: lowest compared OMol25 entry of this formula, charge and spin) (kJ/mol): 0.0
HOMO level (eV): -16.96
Kohn-Sham gap (eV): 8.7
Total charge: +2
Spin multiplicity: 1
F_max (hartree/bohr): 0.0876